1.
Computed, not measured: a molecular structure, C27H41HfN9O4S, with ωB97M-V/def2-TZVPD.

```
83
Properties=species:S:1:pos:R:3:mulliken_charge:R:1
C 5.36136 0.65760 -4.88510 -0.6255
N -1.55304 -0.44135 2.40048 0.1726
C -2.47782 -4.52020 3.14419 -0.5674
O -0.62808 -1.57304 -1.18672 -0.6503
C -3.14287 -1.78642 3.57662 -0.3775
C -3.93508 1.51689 1.07083 -1.4884
H 1.57437 -1.17728 2.64832 0.2170
H 5.62794 0.79434 -7.01568 0.3495
H -0.52533 2.29242 2.22001 0.3263
H -0.14016 2.68045 0.70225 0.3294
H 0.37068 -2.63730 -3.14601 0.4512
H 1.82863 2.93268 2.02905 0.5323
C -4.24021 -2.82012 3.52777 0.0351
C -1.63013 -3.09867 -5.83717 -0.4025
H -4.54366 0.66013 1.35153 0.3181
C -2.74259 -1.76509 -4.17681 -0.4789
H -4.57867 2.37312 0.86853 0.5322
H 1.87334 0.03788 -0.88600 -0.7064
H 4.37124 0.96422 -3.00041 0.1931
N 2.76013 -0.14381 -5.49998 -0.0950
C 3.75225 -0.16271 -6.57582 -0.5912
C -3.10127 1.22741 -0.13818 1.3136
C 4.82250 0.87379 -6.28762 -0.5969
C 2.21310 1.43409 0.53261 -0.7231
N -2.54411 -0.38147 -1.71561 -0.6999
H 1.60945 1.28065 2.59403 0.2594
N 0.41158 -2.11328 1.18109 -0.6276
H 3.28424 1.42506 0.73575 0.6169
C -1.61424 -1.22266 -2.03039 0.6057
N 1.74670 0.08033 0.13967 -0.0157
C -2.71441 2.24912 -1.03707 -1.3552
O -5.37486 -2.50567 3.79995 -0.5756
H 2.04423 2.08412 -0.32777 0.3152
H -2.78639 -1.81435 1.46989 0.7139
H -3.36560 3.09409 -1.22139 0.4701
H -2.47181 -5.59466 3.31444 0.4663
Hf -0.59916 -0.09778 0.20243 2.6740
C -1.62115 -1.86669 -3.35450 0.5380
O -0.53629 1.39763 -1.20223 0.3682
H 3.46950 -0.69547 1.11770 0.4557
H 2.26540 -2.69122 2.08141 0.5508
H -0.37433 0.80430 3.56178 0.3207
C -2.51034 -1.38218 2.41850 0.0295
C -1.04245 3.14409 -2.71707 -1.3887
C 3.00329 0.25371 -4.25106 0.1364
H 3.23728 0.04873 -7.51044 0.3747
N -3.84762 -4.07442 3.16340 -0.0838
C -0.51353 -3.20008 -5.01867 -0.9411
H -3.61478 -2.30888 -6.05385 0.4299
C -0.50410 -2.58219 -3.77808 -0.2882
H 6.03214 1.46152 -4.58983 0.3820
H 4.39613 1.87543 -6.36662 0.3047
S 1.71946 0.27287 -3.11708 -0.3882
N 0.01052 1.97754 1.42010 -0.5958
C -2.81888 -1.16161 4.77262 -0.3678
H 1.81146 -0.42278 -5.68465 0.1910
H -0.45435 2.57095 -3.43579 0.2126
H -2.05681 -4.76774 1.23874 0.2733
O -1.77248 -4.18665 1.95382 -0.4191
H -3.60896 -1.21107 -3.84096 0.4320
H -3.30826 1.79824 1.92272 0.1878
H -1.92043 -4.04422 3.94812 0.3305
H 5.91561 -0.28197 -4.82523 0.2895
H 0.52446 -2.70804 0.36442 0.2814
C 2.52594 -1.05488 0.70834 -0.7509
C -1.80409 -0.21753 4.77267 -1.3273
H -1.48630 0.27012 5.68368 0.4870
C 1.46158 1.94778 1.74144 -0.7456
C 1.72841 -1.79779 1.76139 -0.6230
N -2.72440 -0.04565 -0.34374 -0.0769
H 0.34947 -3.76560 -5.34673 0.4652
H -1.88721 3.62501 -3.20313 0.4532
C -1.19042 0.09712 3.57556 -0.1421
H -4.59738 -4.74704 3.09139 0.2665
N 4.24381 0.63301 -3.93835 -0.1164
C -1.47019 2.22228 -1.63196 0.8799
H -3.34512 -1.42155 5.68296 0.5661
H -0.38152 3.91501 -2.31015 0.3014
H -0.16985 -2.65033 1.81942 0.0709
H 2.76447 -1.72643 -0.11868 0.3495
H 4.19152 -1.16012 -6.65312 0.3008
H -1.63694 -3.58389 -6.80508 0.4289
C -2.74326 -2.38105 -5.41651 -0.7178
```

Properties
Energy relative to the best compared isomer or geometry (same formula, charge and spin) = 2.162 eV
Multiplicity = 1
Total charge = +2
Highest occupied orbital energy = -12.786 eV

2.
Computed, not measured: 4 unconnected molecules or ions with the total composition C27H41N2O10, with ωB97M-V/def2-TZVPD.

```
80
Properties=species:S:1:pos:R:3:mulliken_charge:R:1
H -0.60964 -1.90626 -6.23759 0.3849
H 2.03593 -2.68678 -3.10045 0.4456
H -4.91006 -3.76656 1.98899 0.2579
C 7.55728 2.16312 -2.88053 -0.5025
H 3.97828 -1.09358 -3.76992 0.4026
C -2.04832 4.09611 1.05909 -0.1992
H -1.01355 -1.67420 -1.22291 0.1331
H 7.95029 1.65683 -3.79895 0.2899
H -3.17958 1.07913 0.00322 0.3872
C 3.01262 -0.68666 -3.40374 -0.1359
H -1.34398 -3.72772 7.24513 0.2697
H -6.22516 -3.03054 2.96017 0.3219
H -0.94154 -1.46720 6.64457 0.3269
H 7.14122 1.63695 -0.72860 0.2614
H -2.45697 -2.22539 2.43436 0.2203
C 6.02382 2.52603 -3.13760 -0.6001
H -0.48492 5.01327 -0.14661 0.1952
C -2.54842 5.32892 1.79041 -0.4728
C -1.64048 1.43452 -3.13825 -1.0212
H -2.40977 -0.49663 0.34564 -0.0905
H 1.67769 2.42492 -2.86052 0.5239
C -1.28930 -2.59909 -5.66677 0.1547
H -3.75815 -3.42666 4.11556 0.2116
N -0.61467 1.26193 -2.07708 0.3603
C 0.66428 -0.96199 -2.56340 1.1041
H -3.31300 5.08211 2.52415 0.2914
H 5.91004 2.88129 -4.20088 0.3017
C 0.53895 0.50799 -2.47685 -0.1784
C -3.24049 -1.65785 2.94097 -0.2482
C 1.91453 -1.58144 -3.02531 -1.0295
H 5.70025 3.36402 -2.46944 0.3114
O -0.19326 5.26644 1.87904 -0.3631
H -1.44907 -1.01749 -3.99591 0.1854
H 8.81125 1.18793 -1.37572 0.3544
H -0.09209 -2.93570 -2.10487 0.5423
O -4.02001 -0.96202 1.94877 -0.2935
H -2.91060 6.09367 1.10048 0.2797
C -5.14967 -1.67115 1.68173 0.3939
H -4.72882 -1.99124 4.45246 0.2815
O -0.40737 1.12486 0.18072 -0.6107
H -2.09823 3.23011 1.72505 0.1502
C -4.22524 -2.55386 3.66143 -0.3208
C 1.71335 1.30632 -2.87983 -0.4500
H -2.61609 3.86027 0.15734 0.2858
C -0.38334 -3.56415 6.74983 -0.5136
H 4.91498 1.06383 -1.84126 0.3417
C -0.25114 -4.51061 5.56963 -0.4979
C -1.29010 5.82763 2.46221 0.4256
C 7.70638 1.21024 -1.60477 -0.9753
C -1.13045 0.89440 -0.77250 0.3252
H -1.93254 2.52020 -3.18196 0.3076
C -5.22063 -2.89251 2.56516 -0.4812
C -0.60419 4.44290 0.78000 -0.2507
O -2.29927 -3.02660 -6.14065 -0.4168
H -0.77119 -5.45021 5.74553 0.2910
O -1.27153 -4.16887 3.40391 -0.5654
H 7.39866 0.15839 -1.83140 0.2627
N 2.87344 0.68413 -3.31448 0.2748
C 5.11917 1.24044 -2.93143 -0.3300
O -5.93993 -1.36516 0.83354 -0.5977
O -1.23615 6.62436 3.35234 -0.5466
O -0.99854 -2.41413 4.79897 -0.2778
C -1.54094 -1.99106 -3.42363 -0.3013
H -2.50986 0.73493 -3.09710 0.3224
H 0.02600 3.55510 0.73211 0.2174
H 5.63112 0.33372 -3.36821 0.2564
H 8.13902 3.09952 -2.66280 0.3545
C -2.53243 0.28205 -0.45844 -0.4693
H -1.12910 1.23525 -4.12838 0.3825
O -1.01165 -3.00076 -4.33078 -0.3424
C -0.37602 -2.20687 6.07859 -0.4568
C -0.52763 -1.89655 -2.20457 -0.7871
C -0.90712 -3.72768 4.45953 0.5310
H 0.40239 -3.67909 7.49606 0.3305
O 3.90585 1.46841 -3.71262 -0.3503
H 0.79307 -4.69214 5.30710 0.2843
H -2.59693 -2.18943 -3.11501 0.3388
H -3.02128 -0.23948 -1.32034 0.2289
H 0.63652 -1.82897 5.91551 0.2681
H -2.77593 -0.93797 3.61277 0.3045
```

Properties
Energy relative to the best compared isomer or geometry (same formula, charge and spin) = 0.000 eV
Multiplicity = 1
Total charge = +1
Highest occupied orbital energy = -11.693 eV

3.
Computed, not measured: a molecular structure, C27H42BF4IrN6O2SSi, with ωB97M-V/def2-TZVPD.

```
85
Properties=species:S:1:pos:R:3:mulliken_charge:R:1
C -3.43960 -2.10912 0.40115 -1.8893
H -3.56252 -3.48336 -2.33036 0.3970
F -3.57878 3.20448 -0.68118 -0.3848
H -2.43289 2.28914 4.31405 0.4656
H 2.38154 -2.91767 -0.69295 0.6482
C -1.26654 -2.23937 1.57558 -1.7135
C 0.48604 -3.83627 -2.66286 -1.8174
Si -1.35309 -1.49542 -1.25035 -1.6533
H 5.66876 3.85046 2.52273 0.3225
B -3.64675 2.05023 -1.44877 0.3794
C 1.33124 -1.45865 -2.81943 -1.3723
H -4.07279 -2.47596 -0.40348 0.3145
O 3.26898 -0.45564 -0.71051 -0.6695
C 4.01781 1.33670 0.98326 -0.1503
O 3.75932 1.82743 -1.55439 -0.7186
F -4.26161 2.22587 -2.64720 -0.2279
H -1.72023 -2.85514 2.35748 0.6435
H 1.70339 1.11266 4.35245 0.5628
H -3.55583 -1.02413 0.46209 0.3820
H -3.56030 2.09409 2.25391 0.2505
N 5.87872 2.21461 4.58243 -0.4793
H -0.20558 6.11126 -0.56677 0.4374
C 0.75349 -2.54354 -1.96237 1.6590
C -0.58260 4.00193 -0.68274 -0.1482
C 1.31315 -2.69435 -0.58035 -1.2839
H 6.02751 1.49837 5.26859 0.1948
S 3.25251 0.96659 -0.53495 1.1946
C -2.36716 -1.72992 -2.87525 3.0362
C 1.27459 2.68812 -0.30281 0.3351
F -4.20035 1.01002 -0.68293 -0.3182
C -1.60892 -1.26190 -4.12173 -1.9828
H 1.46887 -4.28888 -2.85917 0.5226
C 5.27465 1.92388 3.39725 1.1420
H 2.42038 -1.51328 -2.72535 0.5354
H 4.54198 3.32324 0.38696 0.5475
H -0.32197 2.02640 5.56511 0.4356
H -3.81998 -2.52930 1.33681 0.5682
N -0.51212 1.11404 1.81930 0.0620
C 0.63528 0.95153 2.53240 -0.5104
H -2.01057 -3.91347 -3.06001 0.3103
H -0.20060 -2.46245 1.56552 0.2584
H 3.68319 -0.62012 1.80960 0.3828
C 4.69923 0.65939 3.18258 -0.9296
H -4.21960 -0.96389 -1.89551 0.3547
H -2.88689 1.46755 0.82728 -0.4101
H -1.40267 -1.20226 1.87041 0.3039
H -0.07144 -4.54796 -2.05571 0.3084
H -3.30353 -3.24640 -4.04606 0.6319
C -2.81889 -3.18538 -3.06781 -2.0538
H -4.27782 -1.17717 -3.63806 0.5973
C 0.75581 1.25397 3.85473 -0.7082
H 1.05685 -1.56657 -3.86275 0.4671
H -2.42661 -4.54093 0.89708 0.5788
N 1.62608 1.34627 -0.30592 -0.2570
N -0.03025 2.79409 -0.58416 -0.0417
N 2.07383 3.69442 -0.00538 -0.2270
H 2.17728 5.73826 0.12711 0.4551
H -2.32482 -1.20022 -4.94496 0.6198
Ir -0.41724 0.62645 -0.37536 2.2490
H 6.37959 3.07590 4.69885 0.1950
H 0.00362 -3.71030 -3.62893 0.3681
C -1.54033 1.91471 3.83240 -0.9877
C -0.37170 1.76319 4.51701 -0.5869
H -1.63766 4.04407 -0.91184 0.5418
C 5.21291 2.88009 2.37290 -0.8896
H -0.92323 -4.47303 0.00376 0.2991
H -3.41814 0.18869 -2.96142 0.3531
C -1.96918 -2.55548 0.25112 2.6295
C 4.59179 2.59024 1.17799 -0.3855
H -2.46425 -4.39845 -0.85277 0.2865
C 0.20433 5.11790 -0.47101 -1.0356
C -1.93434 -4.07357 0.03858 -1.6685
C 1.52579 4.90425 -0.10599 -0.3211
C -3.64066 -0.85948 -2.80759 -2.0047
N -2.77429 1.64810 1.81413 -0.0003
H 4.76633 -0.09598 3.95558 0.3496
H 1.28114 -1.77354 0.00309 -0.0909
C 4.08612 0.36977 1.98452 -0.3278
H -1.17745 -0.26733 -3.99545 0.2975
H 1.08381 -0.44613 -2.48922 0.0094
F -2.24516 1.61739 -1.71501 -0.4095
C -1.60837 1.56503 2.46357 0.8262
H 0.85173 -3.50900 -0.03148 0.4716
H -0.82928 -1.95379 -4.42930 0.2993
H 1.47694 0.57407 1.97828 0.1746
```

Properties
Energy relative to the best compared isomer or geometry (same formula, charge and spin) = 0.081 eV
Multiplicity = 6
Expectation value of S² = 8.762
Total charge = +1
Highest occupied orbital energy (spin up / spin down) = -10.713 / -10.708 eV